{"formula": "C17H68N34O21S", "method": "ωB97M-V/def2-TZVPD", "gap_ev": 8.8, "homo_ev": -5.380, "e_lumo_ev": 3.40, "spin_multiplicity": 1, "energy_ha": -4529.5182, "e_above_lowest_kj_mol": 0.00, "fmax_ev_per_a": 3.77, "charge": -2, "elements": ["S", "O", "O", "O", "O", "C", "O", "N", "N", "H", "H", "H", "H", "C", "O", "N", "N", "H", "H", "H", "H", "C", "O", "N", "N", "H", "H", "H", "H", "C", "O", "N", "N", "H", "H", "H", "H", "C", "O", "N", "N", "H", "H", "H", "H", "C", "O", "N", "N", "H", "H", "H", "H", "C", "O", "N", "N", "H", "H", "H", "H", "C", "O", "N", "N", "H", "H", "H", "H", "C", "O", "N", "N", "H", "H", "H", "H", "C", "O", "N", "N", "H", "H", "H", "H", "C", "O", "N", "N", "H", "H", "H", "H", "C", "O", "N", "N", "H", "H", "H", "H", "C", "O", "N", "N", "H", "H", "H", "H", "C", "O", "N", "N", "H", "H", "H", "H", "C", "O", "N", "N", "H", "H", "H", "H", "C", "O", "N", "N", "H", "H", "H", "H", "C", "O", "N", "N", "H", "H", "H", "H"], "coordinates": [[14.288, 13.215, 13.795], [14.603, 14.031, 14.944], [15.021, 13.757, 12.652], [14.528, 11.787, 13.966], [12.812, 13.227, 13.434], [12.334, 18.545, 16.021], [13.516, 18.577, 16.209], [11.406, 18.389, 17.023], [11.832, 18.558, 14.718], [11.799, 18.071, 17.899], [10.693, 17.710, 16.714], [12.474, 18.739, 13.975], [10.834, 18.647, 14.614], [14.615, 17.437, 12.882], [13.828, 18.405, 12.581], [15.140, 16.582, 11.902], [15.001, 17.133, 14.206], [14.819, 16.830, 10.984], [15.185, 15.666, 12.277], [14.347, 17.590, 14.873], [15.089, 16.106, 14.377], [16.672, 10.719, 10.885], [17.647, 10.454, 10.151], [16.557, 10.196, 12.156], [15.656, 11.605, 10.554], [17.337, 9.638, 12.463], [15.990, 10.523, 12.866], [15.207, 12.132, 11.251], [15.949, 12.188, 9.816], [16.450, 12.971, 7.456], [16.725, 13.827, 8.305], [16.746, 11.628, 7.545], [15.857, 13.294, 6.278], [17.270, 11.223, 8.342], [16.254, 11.078, 6.855], [15.189, 14.143, 6.318], [15.443, 12.488, 5.776], [11.168, 11.602, 9.914], [11.413, 10.853, 8.929], [12.076, 11.943, 10.818], [9.895, 12.029, 10.098], [11.926, 12.631, 11.574], [12.967, 11.531, 10.658], [9.664, 12.834, 10.645], [9.218, 11.719, 9.462], [10.596, 16.178, 12.606], [9.854, 17.062, 12.295], [11.941, 16.092, 12.286], [10.034, 15.082, 13.235], [12.405, 16.991, 12.097], [12.431, 15.562, 12.996], [9.169, 15.190, 13.764], [10.634, 14.394, 13.644], [13.669, 10.677, 6.549], [14.399, 10.517, 5.594], [13.382, 11.836, 7.144], [13.132, 9.573, 7.082], [12.644, 11.815, 7.873], [13.392, 12.616, 6.479], [12.714, 9.578, 8.037], [13.280, 8.706, 6.648], [18.967, 14.428, 10.897], [19.944, 15.173, 10.879], [17.828, 14.857, 11.570], [19.017, 13.159, 10.541], [17.120, 14.229, 11.808], [17.636, 15.837, 11.553], [19.823, 12.875, 9.997], [18.203, 12.566, 10.329], [9.207, 13.650, 16.171], [9.324, 14.843, 16.033], [10.285, 12.889, 16.586], [8.038, 13.048, 15.961], [10.351, 11.912, 16.697], [11.055, 13.452, 16.736], [7.899, 12.046, 15.933], [7.338, 13.717, 15.690], [12.420, 15.287, 17.373], [11.779, 15.745, 18.281], [12.091, 15.367, 16.121], [13.591, 14.697, 17.717], [11.104, 15.577, 15.858], [12.812, 15.019, 15.495], [14.300, 14.256, 17.127], [13.887, 14.899, 18.652], [19.777, 15.743, 14.664], [19.851, 15.757, 15.928], [19.281, 16.712, 13.840], [20.227, 14.575, 14.036], [18.631, 17.421, 14.193], [19.306, 16.605, 12.851], [20.448, 14.713, 13.068], [20.705, 13.880, 14.602], [12.984, 14.878, 8.614], [12.980, 15.007, 7.428], [11.756, 14.957, 9.254], [13.989, 14.616, 9.499], [11.759, 15.381, 10.220], [11.003, 15.169, 8.635], [14.948, 14.757, 9.130], [13.742, 14.660, 10.439], [15.917, 10.359, 17.753], [16.157, 9.339, 18.413], [16.591, 10.644, 16.609], [14.974, 11.200, 18.221], [17.160, 9.886, 16.296], [16.103, 11.052, 15.799], [14.687, 11.914, 17.609], [14.558, 10.985, 19.187], [11.010, 10.460, 15.186], [10.046, 10.216, 15.904], [12.229, 10.623, 15.775], [10.937, 10.708, 13.833], [12.268, 10.089, 16.658], [13.057, 10.764, 15.200], [11.712, 11.135, 13.363], [10.020, 10.929, 13.501], [15.979, 6.361, 20.676], [16.104, 5.165, 21.080], [16.436, 7.502, 21.319], [15.423, 6.587, 19.459], [16.668, 8.260, 20.747], [17.092, 7.291, 22.041], [15.395, 5.737, 18.884], [15.779, 7.452, 19.075], [11.889, 11.199, 19.743], [12.785, 10.648, 20.418], [10.979, 10.423, 19.051], [11.675, 12.525, 19.755], [10.795, 9.468, 19.342], [10.132, 10.898, 18.712], [11.026, 12.972, 19.113], [12.428, 13.175, 19.891], [7.584, 19.432, 10.623], [6.734, 20.260, 10.292], [8.283, 19.404, 11.790], [7.811, 18.355, 9.828], [9.041, 18.714, 11.871], [8.427, 20.330, 12.049], [8.706, 17.904, 9.928], [7.357, 18.510, 8.914]], "forces_ev_per_angstrom": [[-3.104, -0.809, -1.978], [-0.073, 0.775, 1.882], [1.036, 0.349, -1.411], [1.588, -1.634, 0.885], [0.128, 1.266, 0.509], [-1.377, -0.671, -1.690], [2.086, 0.474, 0.684], [-1.227, -0.477, -0.492], [-0.791, -0.091, 2.141], [0.174, -0.073, -0.183], [0.307, 0.690, 0.581], [0.374, 0.142, -0.600], [0.175, 0.088, -0.383], [-0.770, 0.814, 0.093], [2.104, -2.069, 0.643], [-0.600, 2.924, 1.668], [-1.531, -0.292, -1.482], [-0.125, -0.569, -0.199], [0.267, -1.761, -0.463], [0.827, -0.216, -0.230], [0.194, 0.959, -0.057], [-0.100, 0.544, 1.443], [-1.298, 0.214, 0.376], [2.098, -1.359, -2.222], [1.325, -1.822, -0.789], [-0.022, 0.069, -0.250], [-1.827, 1.310, 1.283], [-0.537, 0.649, 1.642], [0.021, 0.822, -1.254], [0.525, -0.417, 0.522], [-0.105, -0.562, 0.184], [0.239, 0.842, 0.245], [-2.295, 1.429, -1.208], [-0.673, 0.263, -0.682], [0.337, -0.538, 0.361], [1.652, -1.893, 0.106], [0.356, 0.775, 0.270], [-0.460, -0.985, -1.298], [-0.090, 0.614, 1.213], [-0.300, 0.646, 0.633], [0.130, 0.563, 0.976], [0.514, -0.610, -0.432], [0.815, 0.112, 0.188], [0.164, 0.173, 0.266], [-0.646, -0.345, -0.996], [0.191, -2.150, 0.808], [-0.981, 2.569, -1.119], [-0.319, 0.307, 0.327], [0.360, -0.333, 0.061], [-0.497, -0.267, 0.169], [0.379, -0.467, -0.273], [0.488, 0.468, -0.451], [0.633, -0.376, 0.107], [-0.466, -1.568, 0.738], [1.589, 1.045, -2.200], [-0.789, 1.657, 0.122], [-1.648, -0.304, 3.046], [0.512, 0.021, -0.836], [-0.033, -0.257, 0.992], [0.218, 0.218, -1.390], [0.553, -0.787, -0.518], [-1.010, 1.821, 2.343], [0.619, 0.456, -0.647], [1.713, 0.035, -1.274], [-0.194, -2.656, -1.345], [-1.458, -0.891, 0.314], [-0.161, 0.135, 0.101], [-0.104, 0.273, 0.348], [0.515, 0.852, 0.326], [2.039, -2.210, 1.085], [-0.254, 2.219, -0.360], [-2.390, 1.151, -0.210], [-1.237, -0.620, -0.288], [-0.359, -1.066, -0.158], [1.977, 0.885, 0.162], [0.138, 0.345, 0.001], [-0.325, -0.485, -0.099], [1.662, -0.001, 1.354], [-2.389, 1.084, 2.291], [-0.658, -0.028, -3.049], [1.951, -1.402, -0.033], [1.288, -0.465, 0.297], [-0.480, -0.085, -0.545], [-0.741, 0.583, -0.345], [-0.068, 0.126, 0.075], [0.756, -2.059, 2.906], [-0.724, 0.980, -2.703], [-0.290, 0.764, 1.108], [-0.443, 1.366, -0.065], [0.718, -0.735, 0.067], [0.056, -0.443, -0.572], [0.205, -0.617, -0.508], [-0.170, 0.724, -0.289], [-1.680, -0.008, 2.911], [1.541, -0.175, -2.922], [0.136, 0.347, 2.209], [1.305, 0.455, -3.297], [-0.313, -0.703, -1.404], [-0.253, 0.328, -0.094], [-0.663, -0.445, 0.774], [0.138, -0.101, 1.834], [-0.614, -1.270, 1.426], [0.813, -0.243, 0.001], [-0.448, 0.677, -1.426], [-0.106, -0.740, 1.579], [0.306, -0.481, 0.162], [0.040, 0.286, 0.740], [-0.705, 1.161, -0.187], [0.504, 0.494, -2.294], [1.035, 0.954, -0.657], [-1.219, -0.567, -0.154], [0.010, -0.954, 0.365], [-0.318, -0.635, 1.048], [0.392, 0.717, -0.760], [0.057, 0.058, 0.152], [0.393, 0.370, -0.013], [-0.187, -0.004, -0.174], [0.790, -2.991, 0.176], [-0.210, 2.923, 0.149], [-0.701, -2.090, 0.781], [0.136, -0.027, -0.152], [0.196, 1.354, -0.929], [0.209, -0.023, 0.351], [0.032, 0.901, 0.370], [-0.552, 0.116, -0.918], [0.788, -2.220, 1.758], [-0.644, 0.944, -1.158], [-1.163, 0.759, -0.493], [-0.563, 1.565, -0.900], [0.595, 0.457, 0.077], [0.758, -0.428, 0.141], [-0.117, -0.516, 0.015], [0.474, -0.382, 0.428], [-1.010, -0.313, -0.403], [0.609, 0.168, 0.587], [-0.067, -0.893, -0.586], [-0.542, -0.159, -1.296], [-0.380, 0.546, 0.215], [0.590, 1.502, 1.228], [-0.097, -0.229, -0.398], [0.847, -0.608, 0.770]], "lowdin_charge": [0.23, -0.37, -0.40, -0.40, -0.44, -0.68, 0.03, 0.14, 0.17, 0.08, 0.09, 0.05, 0.09, -0.56, -0.08, 0.16, 0.17, 0.09, 0.02, 0.05, 0.08, -0.59, -0.04, 0.19, 0.20, 0.10, 0.03, 0.03, 0.03, -0.68, -0.02, 0.17, 0.13, 0.08, 0.07, 0.13, 0.07, -0.65, -0.06, 0.21, 0.17, 0.09, 0.09, 0.09, 0.08, -0.65, 0.02, 0.17, 0.17, 0.08, 0.07, 0.09, 0.05, -0.74, -0.01, 0.18, 0.16, 0.08, 0.10, 0.10, 0.08, -0.69, -0.03, 0.18, 0.19, 0.04, 0.07, 0.12, 0.07, -0.67, 0.00, 0.22, 0.18, 0.02, 0.04, 0.10, 0.11, -0.79, 0.01, 0.20, 0.17, 0.10, 0.07, 0.08, 0.10, -0.62, -0.05, 0.16, 0.14, 0.12, 0.05, 0.05, 0.10, -0.70, 0.03, 0.13, 0.20, 0.08, 0.08, 0.10, 0.04, -0.67, -0.03, 0.17, 0.18, 0.09, 0.09, 0.06, 0.13, -0.68, -0.04, 0.18, 0.19, 0.11, 0.07, 0.05, 0.09, -0.64, -0.06, 0.16, 0.14, 0.06, 0.09, 0.12, 0.04, -0.66, -0.03, 0.15, 0.18, 0.11, 0.09, 0.08, 0.09, -0.71, -0.01, 0.16, 0.14, 0.06, 0.08, 0.08, 0.12]}